1.
DFT (ωB97M-V/def2-TZVPD) results for C19H25BCoN5O2SSe as an isolated structure.

## Properties
net charge	-1
2S+1	4
energy above the lowest of the compared OMol25 structures with the same formula, charge and spin	0.00	kcal/mol
DFT total energy	-5370.69073	hartree
highest occupied orbital energy (alpha / beta)	-0.1198 / -0.1528	Ha
Kohn-Sham gap (alpha / beta)	5.951 / 6.746	eV

CARTESIAN COORDINATES (ANGSTROEM)
Co: 0.126 -0.368 -0.201
C: -1.316 3.535 1.189
C: -1.131 2.235 0.472
N: 0.021 1.760 0.135
N: 1.117 2.516 0.327
C: 2.235 1.878 0.026
N: 3.373 2.621 0.240
S: 2.421 0.278 -0.552
C: -2.255 1.344 0.176
C: -3.582 1.684 0.446
C: -4.585 0.776 0.165
C: -4.254 -0.453 -0.389
C: -2.919 -0.720 -0.640
N: -1.947 0.145 -0.363
H: -0.384 3.791 1.689
H: -2.112 3.463 1.932
H: -1.565 4.352 0.505
H: 3.211 3.615 0.303
H: 4.176 2.334 -0.292
H: -3.817 2.652 0.865
H: -5.618 1.024 0.377
H: -5.006 -1.192 -0.626
H: -2.581 -1.656 -1.074
Se: 0.107 -2.652 -1.380
C: 0.064 -3.874 0.079
C: 1.221 -4.226 0.772
C: 1.154 -5.160 1.792
N: 0.035 -5.773 2.182
C: -1.071 -5.427 1.522
C: -1.110 -4.503 0.491
H: 2.166 -3.768 0.511
H: 2.058 -5.433 2.330
H: -1.988 -5.917 1.839
H: -2.049 -4.272 0.005
C: 0.319 0.733 5.210
C: 0.609 -0.340 4.175
C: 1.976 -0.965 4.442
O: 0.669 0.272 2.877
B: 0.159 -0.617 1.925
O: -0.431 -1.697 2.595
C: -0.513 -1.399 3.994
C: -0.322 -2.682 4.784
C: -1.909 -0.833 4.248
H: 1.153 1.436 5.241
H: 0.200 0.295 6.205
H: -0.583 1.290 4.960
H: 2.734 -0.186 4.346
H: 2.194 -1.736 3.701
H: 2.039 -1.400 5.442
H: 0.598 -3.187 4.497
H: -1.152 -3.359 4.582
H: -0.295 -2.478 5.859
H: -2.047 0.106 3.708
H: -2.097 -0.663 5.311
H: -2.641 -1.549 3.871



2.
DFT (ωB97M-V/def2-TZVPD) results for C19H25Br36FN as an isolated structure at a distorted geometry.

## Properties
net charge	+1
DFT total energy	-93557.71209	hartree
highest occupied orbital energy	-0.4063	Ha
Kohn-Sham gap	7.581	eV

CARTESIAN COORDINATES (ANGSTROEM)
C: 3.615 0.793 -1.895
C: 2.198 1.225 -1.349
F: 1.465 0.040 -1.189
C: 1.590 2.212 -2.398
C: 0.022 2.272 -2.421
C: -0.757 2.785 -1.185
N: -1.580 1.827 -0.872
C: -1.494 0.610 -1.700
C: -0.716 1.011 -3.007
H: 3.443 0.448 -2.951
H: 4.282 1.680 -1.954
H: 4.003 -0.034 -1.269
H: 2.280 1.732 -0.363
H: 1.921 1.915 -3.422
H: 1.997 3.230 -2.207
H: -0.159 3.095 -3.172
H: -0.683 3.763 -0.669
H: -2.272 1.853 -0.108
H: -2.424 0.071 -1.968
H: -0.967 -0.108 -1.019
H: 0.089 0.274 -3.240
H: -1.292 1.104 -3.946
C: -4.001 3.249 2.504
Br: -3.614 3.065 4.386
Br: -2.908 4.616 1.673
Br: -3.847 1.552 1.580
H: -5.033 3.569 2.414
C: -4.036 -0.622 -5.152
Br: -4.408 0.770 -3.856
Br: -2.265 -1.380 -4.917
Br: -5.410 -1.982 -5.146
H: -4.055 -0.155 -6.131
C: -6.566 -5.806 -3.857
Br: -7.575 -4.797 -5.165
Br: -7.240 -7.607 -3.662
Br: -4.670 -5.788 -4.251
H: -6.700 -5.310 -2.901
C: -4.196 -3.401 -1.245
Br: -2.905 -2.235 -0.390
Br: -3.811 -5.264 -0.901
Br: -6.010 -2.935 -0.764
H: -4.104 -3.248 -2.316
C: 0.263 3.736 5.377
Br: 0.077 2.834 3.673
Br: 0.222 2.489 6.855
Br: 1.838 4.859 5.425
H: -0.596 4.388 5.486
C: -9.655 -0.856 -0.244
Br: -9.751 -1.737 -1.965
Br: -9.721 -2.124 1.216
Br: -8.104 0.296 -0.120
H: -10.531 -0.223 -0.159
C: 4.119 1.158 5.325
Br: 3.932 0.256 3.620
Br: 4.079 -0.088 6.804
Br: 5.694 2.281 5.373
H: 3.259 1.811 5.435
C: 5.734 -1.465 10.838
Br: 7.253 -2.287 9.966
Br: 6.001 0.432 11.109
Br: 4.083 -1.830 9.895
H: 5.647 -1.918 11.819
C: 10.570 -4.257 12.135
Br: 11.829 -4.978 13.415
Br: 9.442 -5.636 11.380
Br: 9.526 -2.813 12.890
H: 11.149 -3.838 11.320
C: 3.505 6.246 -2.910
Br: 3.941 4.734 -4.037
Br: 1.595 6.567 -2.857
Br: 4.249 6.052 -1.135
H: 3.963 7.121 -3.356
C: -4.753 -4.524 -8.574
Br: -3.132 -3.501 -8.297
Br: -6.164 -3.439 -9.335
Br: -4.425 -6.117 -9.621
H: -5.094 -4.849 -7.597
C: 5.798 0.725 -5.792
Br: 6.196 -0.805 -6.904
Br: 3.895 1.087 -5.722
Br: 6.556 0.544 -4.023
H: 6.267 1.586 -6.255



3.
DFT (ωB97M-V/def2-TZVPD) results for C19H25CaNO5P as an isolated structure at a distorted geometry.

## Properties
net charge	-1
energy above the lowest of the compared OMol25 structures with the same formula, charge and spin	37.73	kcal/mol
DFT total energy	-2189.10925	hartree
highest occupied orbital energy	-0.1620	Ha
Kohn-Sham gap	7.336	eV

CARTESIAN COORDINATES (ANGSTROEM)
Ca: 0.574 0.825 0.033
O: 3.037 1.418 -1.868
C: 2.627 2.573 -2.551
C: 1.798 3.515 -1.665
N: 0.571 2.910 -1.169
C: -0.129 3.829 -0.288
C: -1.202 3.012 0.484
O: -2.376 3.357 0.418
O: -0.727 2.037 1.121
C: -0.311 2.515 -2.258
C: 0.056 1.121 -2.826
O: -0.154 0.910 -4.014
O: 0.542 0.306 -1.990
H: 2.302 0.776 -1.936
H: 3.535 3.106 -2.861
H: 2.067 2.316 -3.458
H: 2.415 3.780 -0.798
H: 1.581 4.438 -2.236
H: 0.574 4.229 0.451
H: -0.595 4.663 -0.840
H: -1.330 2.415 -1.870
H: -0.322 3.253 -3.078
C: 2.295 -0.980 0.674
C: 2.446 0.103 1.585
C: 1.969 -0.332 2.831
C: 1.518 -1.641 2.693
C: 1.719 -2.041 1.371
H: 2.765 -1.052 -0.299
H: 3.124 0.939 1.427
H: 1.971 0.257 3.739
H: 1.102 -2.265 3.474
H: 1.523 -3.028 0.974
C: -3.491 -0.502 0.474
P: -1.661 -0.579 0.770
C: -1.669 -0.494 2.601
C: -1.417 -2.362 0.430
C: -1.640 -3.372 1.355
C: -1.327 -4.685 1.050
C: -0.801 -5.005 -0.189
C: -0.596 -4.006 -1.128
C: -0.899 -2.693 -0.819
H: -3.999 -1.289 1.035
H: -3.712 -0.616 -0.586
H: -3.846 0.473 0.802
H: -2.513 -1.017 3.049
H: -1.716 0.563 2.855
H: -0.723 -0.894 2.962
H: -2.047 -3.127 2.324
H: -1.472 -5.458 1.794
H: -0.551 -6.034 -0.415
H: -0.169 -4.259 -2.089
H: -0.715 -1.909 -1.546



4.
DFT (ωB97M-V/def2-TZVPD) results for one molecule with the formula C19H25ClN4O5.

## Properties
SMILES string	CCCCn1c(N)c(N(CCOC)C(=O)COc2ccc(Cl)cc2)c(=O)[nH]c1=O
energy above the lowest of the compared OMol25 structures with the same formula, charge and spin	0.00	kcal/mol
DFT total energy	-1794.50319	hartree
highest occupied orbital energy	-0.3075	Ha
Kohn-Sham gap	8.791	eV

CARTESIAN COORDINATES (ANGSTROEM)
C: -5.284 -1.765 -2.269
C: -4.621 -1.389 -0.950
C: -3.139 -1.757 -0.942
C: -2.487 -1.389 0.392
N: -1.065 -1.695 0.415
C: -0.151 -0.899 -0.232
N: -0.609 0.146 -0.958
C: 1.190 -1.217 -0.199
N: 2.158 -0.366 -0.799
C: 2.332 -0.415 -2.249
C: 2.241 0.976 -2.892
O: 0.943 1.539 -2.865
C: 0.112 1.134 -3.930
C: 3.175 0.186 -0.091
O: 4.125 0.716 -0.637
C: 3.115 0.165 1.437
O: 1.849 0.105 2.055
C: 0.927 1.057 1.773
C: -0.329 0.872 2.359
C: -1.366 1.741 2.090
C: -1.156 2.806 1.224
Cl: -2.472 3.866 0.840
C: 0.090 3.021 0.664
C: 1.133 2.154 0.940
C: 1.666 -2.385 0.489
O: 2.820 -2.752 0.576
N: 0.645 -3.115 1.098
C: -0.688 -2.829 1.125
O: -1.489 -3.513 1.719
H: -4.808 -1.248 -3.099
H: -6.337 -1.497 -2.256
H: -5.205 -2.836 -2.442
H: -5.123 -1.904 -0.130
H: -4.729 -0.314 -0.783
H: -2.631 -1.247 -1.763
H: -3.030 -2.832 -1.097
H: -2.640 -0.333 0.632
H: -2.935 -1.988 1.189
H: -1.499 0.553 -0.731
H: 0.079 0.778 -1.359
H: 1.572 -1.084 -2.656
H: 3.325 -0.819 -2.470
H: 2.883 1.663 -2.338
H: 2.604 0.915 -3.925
H: -0.095 0.059 -3.904
H: 0.565 1.385 -4.894
H: -0.822 1.682 -3.817
H: 3.632 -0.744 1.763
H: 3.685 1.034 1.790
H: -0.469 0.032 3.020
H: -2.332 1.595 2.546
H: 0.250 3.860 0.005
H: 2.097 2.337 0.494
H: 0.930 -3.938 1.616